Computed, not measured: a structure of composition C35H24BaCl3N7O3S5Se in a non-equilibrium geometry, with ωB97M-V/def2-TZVPD.

Each line ends with the Löwdin charge.
CARTESIAN COORDINATES (ANGSTROEM)
1 Ba -0.37 0.04 -0.16  1.82
2 Cl 6.92 0.21 2.39  0.60
3 C 5.50 0.50 1.47  -0.71
4 C 5.53 0.04 0.14  -0.12
5 C 4.34 0.15 -0.57  -0.02
6 C 3.10 0.26 0.10  -0.36
7 O 2.04 -0.25 -0.42  -0.33
8 C 3.11 0.89 1.46  -0.16
9 C 1.91 1.33 2.17  -0.19
10 O 0.71 1.47 1.76  -0.23
11 C 4.32 0.97 2.09  -0.09
12 H 6.45 -0.38 -0.25  0.09
13 H 4.36 0.20 -1.64  0.10
14 H 2.02 1.55 3.21  0.11
15 H 4.30 1.31 3.12  0.11
16 Se -6.78 0.71 5.46  0.97
17 N -5.15 -0.05 5.65  -0.25
18 C -4.53 0.23 4.49  -0.33
19 C -3.36 -0.42 3.99  -0.11
20 C -2.74 -1.50 4.71  -0.03
21 C -1.63 -2.05 4.17  -0.02
22 C -1.26 -1.67 2.79  -0.13
23 N -1.87 -0.79 2.12  -0.03
24 C -2.82 -0.09 2.74  -0.16
25 C -3.43 1.02 1.99  -0.17
26 N -2.75 1.29 0.89  0.01
27 C -3.23 2.29 0.13  -0.11
28 C -4.50 2.85 0.25  -0.06
29 C -5.34 2.36 1.22  0.00
30 C -4.73 1.57 2.25  -0.10
31 C -5.23 1.17 3.54  -0.29
32 N -6.51 1.44 3.91  -0.31
33 H -3.22 -1.87 5.65  0.12
34 H -1.07 -2.65 4.88  0.10
35 H -0.44 -2.36 2.27  0.11
36 H -2.68 2.66 -0.72  0.08
37 H -4.71 3.62 -0.47  0.10
38 H -6.43 2.49 1.28  0.12
39 C 2.49 6.30 -0.55  -0.21
40 C 3.04 5.22 0.04  -0.18
41 C 2.44 3.97 0.03  -0.05
42 C 1.27 3.78 -0.73  -0.30
43 C 0.60 4.95 -1.26  -0.07
44 C 1.30 6.15 -1.24  -0.18
45 N 0.71 2.60 -1.10  -0.13
46 N -0.33 2.71 -1.84  -0.17
47 C -0.35 1.90 -2.97  -0.39
48 C 0.28 2.35 -4.16  -0.03
49 C 0.12 1.64 -5.34  -0.08
50 C -0.65 0.43 -5.22  -0.11
51 C -1.10 -0.04 -3.99  -0.19
52 N -0.97 0.70 -2.89  -0.04
53 H 2.96 7.29 -0.37  0.08
54 H 4.02 5.36 0.52  0.09
55 H 2.90 3.16 0.64  0.08
56 H -0.38 4.87 -1.89  0.11
57 H 0.93 7.02 -1.84  0.09
58 H 0.89 3.21 -4.08  0.09
59 H 0.51 2.06 -6.28  0.09
60 H -0.90 -0.18 -6.07  0.07
61 H -1.54 -1.01 -3.87  0.08
62 Cl -5.66 -3.09 -1.14  0.51
63 C -4.09 -2.72 -1.84  -1.04
64 Cl -2.99 -1.93 -0.72  0.53
65 H -4.24 -2.05 -2.69  0.03
66 H -3.57 -3.59 -2.25  0.04
67 O 0.66 -3.79 1.29  -0.77
68 C 4.99 -5.32 -2.00  -0.41
69 S 3.83 -5.20 -0.58  0.83
70 C 2.42 -6.25 -0.91  -0.95
71 C 1.10 -5.83 -0.41  -0.95
72 S 0.58 -4.23 -0.19  0.63
73 S -0.15 -7.07 -0.64  0.88
74 C 0.76 -8.33 -1.27  -1.48
75 S 0.12 -9.82 -1.65  0.42
76 S 2.47 -7.78 -1.71  0.85
77 H 5.54 -4.38 -2.16  0.04
78 H 4.43 -5.52 -2.93  0.04
79 H 5.75 -6.08 -1.82  0.02

* frontier orbital gap (alpha / beta): 1.9204 / 1.9167 eV
* total charge: -2

Computed, not measured: a structure of composition C35H24N9O5RuS in a non-equilibrium geometry, with ωB97M-V/def2-TZVPD.

Each line ends with the Mulliken spin population.
CARTESIAN COORDINATES (ANGSTROEM)
1 Ru -1.63 1.91 0.20  4.00
2 C 4.10 2.12 -1.17  0.00
3 N 2.94 2.44 -0.42  0.00
4 C 1.69 2.11 -0.69  0.02
5 N 0.92 2.36 0.40  0.00
6 C 1.82 2.82 1.32  0.00
7 N 3.03 2.91 0.85  0.01
8 C 4.27 0.62 -1.49  0.00
9 C 4.98 0.17 -2.64  0.00
10 C 5.10 -1.21 -2.87  0.00
11 C 4.52 -2.18 -2.06  0.00
12 C 3.83 -1.72 -0.97  0.00
13 C 3.79 -0.36 -0.62  0.00
14 C 3.14 -2.72 -0.17  0.00
15 N 2.94 -4.00 -0.42  0.00
16 N 1.97 -4.44 0.49  0.00
17 C 1.55 -3.39 1.14  0.00
18 O 2.26 -2.29 0.80  0.00
19 C 0.63 -3.42 2.23  0.00
20 C -0.13 -4.57 2.50  0.00
21 C -0.93 -4.50 3.67  0.00
22 C -1.06 -3.42 4.47  0.00
23 C -0.46 -2.21 4.10  0.00
24 C -0.70 -1.00 4.85  0.00
25 N -1.41 0.05 4.08  0.00
26 C -0.88 0.82 3.12  0.01
27 N -1.86 1.32 2.34  0.05
28 C -3.00 0.81 2.88  0.02
29 N -2.76 0.04 3.92  0.00
30 C 0.42 -2.25 2.96  0.00
31 H 4.98 2.54 -0.64  0.00
32 H 4.10 2.75 -2.03  0.00
33 H 1.22 1.85 -1.60  0.01
34 H 1.67 3.12 2.39  0.00
35 H 5.38 0.89 -3.25  0.00
36 H 5.67 -1.54 -3.75  0.00
37 H 4.47 -3.23 -2.32  0.00
38 H 3.31 -0.05 0.33  0.00
39 H -0.03 -5.45 1.89  0.00
40 H -1.61 -5.31 3.79  0.00
41 H -1.74 -3.37 5.37  0.00
42 H 0.18 -0.58 5.22  0.00
43 H -1.40 -1.13 5.69  0.00
44 H 0.19 0.96 3.00  -0.01
45 H -3.96 1.04 2.48  0.00
46 H 1.03 -1.37 2.67  0.00
47 O -5.47 2.52 0.64  0.04
48 C -4.49 2.52 -0.07  -0.02
49 O -3.59 1.50 -0.14  0.25
50 C -4.40 3.67 -1.02  0.09
51 C -5.68 4.19 -1.34  -0.02
52 C -5.79 5.30 -2.19  0.03
53 C -4.64 5.96 -2.56  -0.02
54 C -3.39 5.41 -2.29  0.03
55 C -3.24 4.28 -1.49  -0.07
56 S -1.66 4.01 -0.90  0.44
57 H -6.55 3.63 -1.04  0.00
58 H -6.76 5.69 -2.45  0.00
59 H -4.61 6.85 -3.14  0.00
60 H -2.50 5.89 -2.58  0.00
61 O -1.59 -1.19 0.53  -0.01
62 C -1.10 -0.91 -0.56  0.01
63 N -1.04 0.32 -1.14  0.10
64 C -0.22 0.24 -2.25  0.01
65 O 0.23 1.12 -2.92  0.00
66 C 0.10 -1.19 -2.51  0.01
67 C 0.93 -1.80 -3.39  0.00
68 C 1.04 -3.20 -3.29  0.00
69 C 0.26 -3.95 -2.37  0.00
70 C -0.44 -3.22 -1.39  -0.01
71 C -0.49 -1.88 -1.47  0.02
72 H 1.60 -1.32 -4.08  0.00
73 H 1.76 -3.68 -3.89  0.00
74 H 0.12 -5.02 -2.24  0.00
75 H -0.93 -3.72 -0.52  0.00

* frontier orbital gap (alpha / beta): 7.2541 / 6.7562 eV
* total charge: 0
* spin multiplicity: 6
* relative energy (zero: lowest compared OMol25 entry of this formula, charge and spin): 0.0 kcal per mole

One value per record, in order, for electronic energy: -7755.4805; -2710.1952 a.u..